No. 1
Below is a molecular structure, C32H48B2KN10P2S2, with properties calculated with ωB97M-V/def2-TZVPD.

Summary:
energy = -3924.7397 Eh
E_HOMO = -4.22 eV
energy above the lowest of the compared OMol25 structures with the same formula, charge and spin = 0.0 kJ/mol
net charge = -1
largest force on an atom = 0.0164 hartree/bohr
Kohn-Sham gap = 5.460 eV
E_LUMO = 1.24 eV

Geometry as XYZ:
```
97
Properties=species:S:1:pos:R:3:forces:R:3:mulliken_charge:R:1
K 1.1412 0.6369 0.6446 -0.449 -0.048 0.712 1.625
S 2.6842 -0.9437 2.8054 -0.055 -0.111 0.108 -0.301
S -0.3726 2.2419 3.3564 -0.030 -0.050 -0.082 -0.375
P -1.6419 -1.5268 0.3813 -0.024 -0.072 -0.050 1.274
P 0.1718 -0.5017 -2.3242 -0.095 -0.067 -0.212 1.003
N 1.5666 1.1674 4.9892 -0.032 0.071 0.242 0.113
N 4.2062 1.1868 -0.6666 0.023 0.040 0.130 -0.332
N -3.4177 -2.3598 -1.5300 -0.030 -0.057 0.013 -0.113
N 2.8042 3.3561 -0.4689 0.096 0.054 0.045 0.221
N -1.8637 -1.6859 -3.7326 0.005 0.048 -0.074 -0.026
N 1.5158 3.1636 -0.1127 0.156 0.222 -0.196 -0.591
N 3.2640 0.2297 -0.7675 0.423 0.017 -0.285 0.457
N 0.8367 -2.8664 3.2269 -0.019 -0.028 -0.040 0.382
N 0.6377 -1.2373 4.6618 0.012 0.007 0.055 0.365
N 2.1811 2.9518 3.9075 0.049 0.042 -0.022 0.400
C -0.3799 0.8723 -4.8304 0.039 0.024 0.006 -1.914
C -4.4033 -0.9266 1.0233 0.020 0.039 0.048 -1.936
C 1.1362 -1.5708 -3.4672 0.013 0.043 -0.007 -1.927
C 1.6593 5.0036 -1.4038 -0.020 0.005 0.004 -1.200
C 5.2153 -0.5678 -1.5602 0.009 0.000 -0.009 -1.226
C 5.3828 0.7329 -1.1236 0.018 0.032 -0.096 -0.240
C 0.8250 4.1496 -0.6709 -0.077 0.047 -0.001 -0.448
C 2.8724 1.4413 5.3292 0.079 0.097 -0.111 -0.574
C -0.1605 -3.2318 4.1089 -0.017 0.026 0.066 -0.437
C -5.5098 -3.5884 -4.2407 0.016 0.012 -0.048 -0.514
C -3.0585 -2.3072 -3.8968 0.031 0.003 -0.072 0.087
C -2.0662 -3.2235 0.9515 -0.021 0.005 0.029 -1.573
C 1.3482 -1.6503 3.5912 0.098 0.037 0.029 -0.173
C -2.9524 -0.4975 1.2351 -0.043 -0.060 0.017 1.894
C 3.2656 2.5443 4.6594 -0.016 -0.063 0.085 -0.445
C 1.3224 -3.6543 2.1214 0.014 -0.008 -0.015 -0.902
C 2.1255 4.1247 3.0625 -0.017 -0.016 -0.005 -0.672
C -3.5078 -2.6358 -5.1992 0.033 0.006 0.029 -0.460
C -2.7623 0.9465 0.7683 0.056 0.020 -0.004 -1.562
C -0.0474 1.0562 -3.3510 -0.069 -0.019 0.009 1.797
C -1.1540 1.8684 -2.6740 0.017 0.001 0.034 -1.598
C -5.0907 -3.2880 -2.9782 0.029 0.016 0.021 -0.496
C 1.2864 1.8065 -3.2403 0.038 0.008 0.016 -1.939
C -4.7095 -3.2593 -5.3634 -0.032 -0.019 0.037 -0.547
C 3.8629 -0.8254 -1.3084 -0.029 -0.017 -0.036 -0.656
C 2.9146 4.4521 -1.2373 -0.006 -0.028 -0.026 -0.208
C -2.6220 -0.6107 2.7289 -0.006 0.006 0.090 -1.877
C -0.2742 -2.2142 4.9887 -0.054 -0.011 -0.112 -0.910
C -1.4780 -1.3652 -2.5241 -0.025 0.008 0.124 -0.319
C -2.2790 -1.7340 -1.3730 0.118 0.014 -0.050 -0.275
C 1.1444 2.1036 4.1138 -0.052 -0.073 -0.173 -0.159
C -3.8483 -2.6354 -2.7867 -0.054 -0.023 0.056 0.157
B 3.9782 2.5159 0.1281 -0.030 -0.062 -0.083 0.229
B 0.7519 0.0263 5.6186 -0.040 -0.083 -0.064 -0.030
H -2.8169 -1.6197 3.1013 -0.020 0.078 0.003 0.386
H 5.9565 -1.2256 -1.9805 0.004 -0.004 -0.003 0.396
H -0.6896 -4.1638 4.0235 -0.013 -0.024 -0.002 0.584
H 3.4177 0.7973 5.9929 0.008 -0.010 0.016 0.484
H -0.3828 0.3794 5.8384 0.033 -0.015 0.047 -0.096
H 1.3409 -2.5271 -2.9840 -0.014 -0.003 0.009 0.438
H 4.2106 3.0535 4.6154 0.014 0.017 0.006 0.425
H 3.1202 4.5643 3.0266 0.011 -0.002 -0.023 0.268
H -5.6779 -3.5332 -2.1029 -0.001 0.006 0.009 0.464
H 6.2542 1.3650 -1.0997 0.013 0.010 0.004 0.444
H -5.0587 -3.5098 -6.3568 -0.007 -0.001 -0.005 0.382
H -1.2873 0.2964 -4.9914 -0.060 -0.013 0.021 0.280
H 3.8798 4.7681 -1.5958 0.016 0.004 0.002 0.442
H 3.2998 -1.7293 -1.4851 0.005 -0.017 0.014 0.487
H 1.4121 4.8456 3.4641 0.002 0.000 0.020 0.344
H -1.5898 -0.3458 2.9632 0.049 0.029 -0.049 0.196
H 1.1574 2.8333 -3.5926 0.006 -0.004 -0.042 0.535
H -2.8744 -2.3754 -6.0371 0.003 0.006 -0.004 0.463
H 1.3940 5.8908 -1.9527 -0.007 0.011 -0.006 0.425
H 2.0552 1.3318 -3.8539 0.018 -0.018 0.011 0.374
H 1.3275 -0.3309 6.6289 0.031 0.002 -0.024 -0.220
H 1.6619 1.8542 -2.2186 -0.045 0.000 -0.028 0.284
H -1.9252 -3.2653 2.0319 0.024 -0.023 -0.042 0.207
H 1.4794 -3.0068 1.2593 -0.014 -0.022 -0.005 0.192
H -3.0890 -3.4947 0.6935 0.007 -0.012 0.013 0.430
H -3.2480 0.0839 3.2961 -0.021 0.001 -0.027 0.453
H 1.8092 3.8463 2.0596 0.019 0.021 0.052 0.137
H -2.1243 1.3718 -2.7579 -0.017 -0.012 -0.007 0.436
H -1.3791 -3.9350 0.4913 -0.012 0.006 -0.026 0.368
H -4.5964 -1.9018 1.4734 -0.007 -0.040 -0.057 0.363
H -1.7453 1.3002 0.9550 -0.026 0.002 0.025 0.041
H -5.0553 -0.2029 1.5224 0.005 -0.001 0.028 0.486
H -0.9425 -2.0854 5.8211 -0.018 0.006 0.003 0.493
H 2.2760 -4.1267 2.3625 0.012 0.019 0.003 0.332
H 0.4362 0.3802 -5.3622 -0.011 -0.025 0.001 0.363
H 3.7155 2.2544 1.2792 -0.039 -0.019 -0.019 -0.089
H 0.5804 -4.4174 1.8890 0.020 -0.006 0.009 0.335
H -4.6836 -0.9741 -0.0260 -0.013 0.046 -0.018 0.340
H -3.4313 1.6029 1.3309 -0.010 0.015 -0.012 0.485
H 4.9933 3.1669 0.0095 -0.007 0.004 0.016 -0.270
H -2.9872 1.0621 -0.2951 -0.022 -0.020 -0.033 0.293
H -0.5133 1.8614 -5.2809 0.022 0.005 -0.008 0.509
H -6.4597 -4.0848 -4.3923 0.000 -0.002 -0.004 0.384
H -0.2395 4.2161 -0.5035 -0.012 0.001 -0.015 0.557
H -0.9414 2.0388 -1.6163 0.008 -0.023 0.002 -0.012
H 2.0928 -1.0853 -3.6625 0.010 -0.009 0.003 0.391
H -1.2345 2.8491 -3.1508 -0.001 0.010 -0.006 0.526
H 0.6016 -1.7438 -4.4006 0.009 -0.011 0.014 0.415
```
Positions in Å, forces in eV/Å.


No. 2
Below is 3 unconnected molecules or ions with the total composition C24H45N4O6, with properties calculated with ωB97M-V/def2-TZVPD.

Summary:
energy = -1611.5054 Eh
E_HOMO = -10.44 eV
energy above the lowest of the compared OMol25 structures with the same formula, charge and spin = 0.0 kJ/mol
net charge = +1
largest force on an atom = 0.0192 hartree/bohr
Kohn-Sham gap = 6.722 eV
E_LUMO = -3.72 eV

Geometry as XYZ:
```
79
Properties=species:S:1:pos:R:3:forces:R:3:mulliken_charge:R:1
O -6.4014 2.8570 -5.9894 -0.266 -0.130 0.116 -0.161
O -6.2401 1.6007 -4.1913 0.159 -0.847 -0.126 -0.330
O 2.5302 1.3903 0.9906 0.075 0.029 0.084 -0.354
O -1.0692 -2.0311 -1.3051 -0.102 0.019 0.127 -0.185
O 5.3592 1.7276 4.5928 -0.097 0.062 -0.052 -0.345
O -1.1241 -3.5566 2.9828 -0.074 0.016 -0.118 -0.270
N 2.5475 0.9122 4.1122 0.125 0.024 -0.126 -0.274
N -2.9973 0.6431 -3.3493 -0.052 -0.005 -0.209 0.259
N -1.0369 -4.7598 0.2720 0.076 0.179 0.021 -0.273
N -6.5850 2.9184 -4.8658 0.280 0.422 -0.130 0.204
C -5.0199 1.7080 -3.5320 -0.140 0.918 0.334 0.315
C -0.6159 1.1861 -3.2972 0.013 -0.022 0.147 0.882
C 2.1579 0.2116 1.6830 -0.087 -0.131 -0.097 0.240
C -3.4940 0.6893 -1.9600 -0.487 -0.620 0.312 0.005
C 0.2648 0.9593 -2.2453 -0.011 -0.039 -0.068 -0.351
C 3.6594 0.0163 4.3969 -0.061 0.053 -0.054 -0.178
C -0.5523 2.3763 -4.0085 0.074 0.196 -0.101 -0.534
C 0.0752 -4.6827 1.2098 -0.071 0.017 -0.068 -0.075
C 4.6887 0.6821 5.2829 0.085 -0.099 0.065 -0.832
C -0.6892 -4.4757 -1.1132 -0.133 -0.068 0.063 -1.088
C 1.2519 3.1149 -2.6257 0.010 0.029 -0.089 -0.786
C -2.5080 -3.7473 3.1978 0.023 0.037 0.065 -0.782
C -0.4050 -4.7367 2.6423 0.107 -0.031 0.093 -0.864
C -0.1299 -3.0973 -1.4387 0.140 -0.028 -0.195 -0.452
C 5.0648 3.0303 5.0547 0.069 -0.007 -0.002 -0.703
C -1.6487 0.1410 -3.6525 0.318 0.034 -0.044 -1.002
C 1.6237 0.4416 3.0917 -0.068 0.077 0.115 -0.915
C 3.8339 1.8784 1.2692 -0.029 0.056 -0.084 -0.663
C -1.2595 -1.5558 0.0195 -0.052 0.043 -0.062 -0.561
C 0.3831 3.3590 -3.6899 -0.093 -0.017 0.087 0.481
C 0.4515 4.6403 -4.4786 0.016 -0.027 0.112 -1.423
C -4.9574 1.1657 -2.0899 0.597 0.448 -0.013 -0.840
C 1.2079 1.9253 -1.9175 -0.067 -0.064 0.089 -0.741
C -3.8300 1.0918 -4.1990 -0.100 -0.221 -0.026 -0.295
H 0.7697 -2.8662 -0.8581 -0.046 0.008 0.063 0.401
H 5.1815 3.1034 6.1395 -0.005 0.018 0.009 0.347
H 5.4390 -0.0615 5.5630 0.016 0.026 0.019 0.403
H 4.0489 3.3485 4.7922 -0.014 -0.015 0.049 0.297
H -2.0647 -2.0839 0.5353 0.037 -0.020 0.032 0.181
H -5.6596 0.3575 -1.8970 -0.061 0.092 -0.196 0.379
H 0.0411 -5.2201 -1.4448 0.029 0.016 0.000 0.444
H 0.2159 0.0222 -1.7024 0.020 0.040 -0.015 0.560
H 1.8849 1.7546 -1.0874 -0.069 0.007 -0.053 0.491
H -1.7655 -4.1251 0.5700 -0.025 -0.055 0.025 0.121
H 0.6620 -3.7589 1.1018 0.068 -0.040 0.026 0.035
H 4.1785 2.4126 0.3833 -0.002 -0.017 -0.007 0.354
H -4.7430 2.7798 -3.4633 -0.047 -0.051 -0.090 0.318
H 4.1802 -0.3200 3.4892 0.023 -0.058 0.037 0.167
H 5.7733 3.7068 4.5807 0.002 -0.004 -0.007 0.240
H -2.8617 1.3044 -1.3178 0.053 0.110 -0.329 0.364
H 2.9132 1.8150 3.8383 -0.010 0.004 0.031 0.121
H -0.5463 5.0358 -4.6790 0.053 -0.041 -0.042 0.356
H 0.7502 -5.5239 1.0278 0.008 0.000 -0.015 0.411
H 0.8136 1.1725 3.0206 -0.024 -0.026 -0.004 0.411
H 2.9825 -0.5110 1.6619 0.040 0.048 0.062 0.310
H 0.9507 4.4709 -5.4352 -0.025 0.065 0.025 0.309
H -1.2276 2.5554 -4.8443 0.017 -0.033 0.044 0.421
H -3.0519 -3.9553 2.2683 0.006 -0.053 0.012 0.310
H 1.3423 -0.2236 1.0971 0.019 0.009 -0.020 -0.313
H 1.9810 3.8668 -2.3449 -0.038 0.009 -0.066 0.422
H 1.1747 -0.4958 3.4389 0.015 -0.022 -0.015 0.399
H -1.5868 -4.6247 -1.7188 0.019 -0.020 -0.021 0.386
H 1.0079 5.4023 -3.9312 -0.005 -0.055 -0.084 0.383
H -2.8962 -2.8267 3.6303 0.005 0.004 -0.001 0.233
H 0.1658 -3.0955 -2.4907 -0.016 0.019 -0.002 0.392
H -0.3465 -1.6416 0.6115 -0.021 -0.041 0.031 0.235
H 0.4666 -4.7916 3.2990 -0.024 -0.004 0.030 0.406
H -1.4881 -0.7540 -3.0482 -0.093 -0.032 -0.100 -0.015
H -1.5322 -0.4999 -0.0415 0.055 0.008 0.007 0.308
H -5.1360 2.0027 -1.4165 -0.232 -0.299 0.140 0.282
H -3.4450 -0.3409 -1.5991 0.165 0.122 0.095 0.039
H 3.2758 -0.8729 4.9063 -0.014 -0.010 -0.012 0.357
H 3.8385 2.5794 2.1069 0.030 -0.052 0.038 0.188
H 4.5303 1.0639 1.4812 0.006 0.001 0.029 0.305
H -3.6420 1.0419 -5.2669 0.038 0.083 0.076 0.473
H -2.6933 -4.5672 3.8966 -0.020 -0.005 0.003 0.353
H 4.2271 1.0595 6.2000 -0.055 0.012 -0.028 0.414
H -1.0172 -5.6256 2.8172 -0.026 0.002 -0.060 0.401
H -1.6277 -0.0936 -4.7192 -0.027 -0.054 0.112 0.493
```
Positions in Å, forces in eV/Å.